No. 1
C45H51MnN4PSSi2 as an isolated structure at a distorted geometry. Source: the OMol25 dataset; level of theory: ωB97M-V with the def2-TZVPD basis set.

Geometry (Å):
Mn 0.2661 0.0052 0.3172
N 0.3015 1.3629 4.3511
C 0.0895 0.3973 5.3652
C 0.0872 0.7898 6.6900
C -0.1076 -0.1510 7.6941
C -0.2848 -1.4834 7.3668
C -0.2774 -1.8758 6.0328
C -0.1032 -0.9360 5.0341
S -0.1624 -1.4704 3.3475
N 0.3085 -0.0736 2.4967
C 0.4732 1.0811 3.0469
C 0.9449 2.1927 2.1694
C 1.5947 3.3028 2.6786
C 2.0622 4.2745 1.8070
C 1.8708 4.0893 0.4516
C 1.2430 2.9336 0.0250
N 0.7759 1.9994 0.8528
H 0.3308 2.3261 4.6382
H 0.2305 1.8349 6.9398
H -0.1176 0.1652 8.7277
H -0.4299 -2.2222 8.1424
H -0.4235 -2.9167 5.7708
H 1.7617 3.4021 3.7421
H 2.5748 5.1497 2.1818
H 2.2221 4.8063 -0.2764
H 1.1100 2.7477 -1.0320
C 4.0458 0.2398 2.0447
C 4.3800 1.1915 0.9244
C 5.3403 2.1735 1.1521
C 5.7328 3.0538 0.1558
C 5.1650 2.9648 -1.1061
C 4.2093 1.9934 -1.3563
C 3.8070 1.1092 -0.3537
P 2.5006 -0.1102 -0.7089
C 2.3201 -0.1071 -2.5147
C 1.1744 0.5514 -2.9676
C 0.9051 0.7006 -4.3172
C 1.7931 0.1655 -5.2357
C 2.9287 -0.4983 -4.7954
C 3.2246 -0.6434 -3.4434
C 4.4988 -1.3376 -3.0469
C 3.1378 -1.6756 -0.0862
C 4.4639 -2.0459 0.0944
C 4.7526 -3.2662 0.6836
C 3.7165 -4.0973 1.0977
C 2.3938 -3.7119 0.9360
C 2.0942 -2.4908 0.3392
C 0.6891 -2.0343 0.1002
H 4.7434 -0.6013 2.0625
H 3.0518 -0.1883 1.9530
H 4.1173 0.7486 3.0058
H 5.7960 2.2377 2.1336
H 6.4891 3.8001 0.3609
H 5.4599 3.6486 -1.8909
H 3.7589 1.9339 -2.3386
H 0.4653 0.9519 -2.2486
H 0.0124 1.2154 -4.6421
H 1.6052 0.2650 -6.2966
H 3.6175 -0.9115 -5.5221
H 5.1038 -1.5428 -3.9275
H 4.2988 -2.2856 -2.5464
H 5.0912 -0.7210 -2.3675
H 5.2661 -1.3777 -0.1957
H 5.7817 -3.5618 0.8372
H 3.9439 -5.0486 1.5606
H 1.5919 -4.3545 1.2784
H -0.0135 -2.5392 0.7585
H 0.4022 -2.2118 -0.9387
C -1.2504 3.5095 -2.1445
Si -2.3783 2.1099 -1.5904
C -2.1910 0.6241 -2.7298
C -4.1117 2.7229 -1.9961
C -2.2483 1.6450 0.1964
C -2.6345 0.2707 0.3668
C -3.9123 -0.1429 0.8354
C -4.3367 -1.4308 0.6783
C -3.4870 -2.3602 0.0560
C -2.2251 -1.9524 -0.2667
N -1.7681 -0.6939 -0.0580
Si -2.8146 2.8318 1.4977
C -2.8818 1.9438 3.1660
C -1.6934 4.3493 1.5450
C -4.5400 3.5677 1.3156
H -1.5166 3.8101 -3.1614
H -0.1916 3.2497 -2.1523
H -1.3743 4.3829 -1.5003
H -2.0617 0.9519 -3.7644
H -3.1113 0.0344 -2.6898
H -1.3756 -0.0494 -2.4731
H -4.2522 2.7784 -3.0803
H -4.2989 3.7173 -1.5960
H -4.8706 2.0464 -1.5948
H -4.5762 0.6095 1.2385
H -5.3340 -1.7194 0.9857
H -3.7998 -3.3726 -0.1528
H -1.5436 -2.6600 -0.7090
H -2.3184 1.0097 3.1655
H -3.9174 1.6864 3.3989
H -2.5242 2.5708 3.9863
H -0.6520 4.1268 1.3173
H -1.7396 4.8484 2.5176
H -2.0367 5.0728 0.8013
H -5.3225 2.8064 1.3509
H -4.6501 4.1123 0.3820
H -4.7345 4.2720 2.1312

Atomic forces in eV per Å
Mn -1.403 -0.609 -0.158
N 0.081 0.001 0.167
C -0.064 0.016 -0.018
C 0.002 0.001 0.022
C 0.003 0.003 -0.015
C 0.005 0.003 -0.012
C -0.009 0.009 0.054
C 0.026 -0.005 -0.058
S -0.163 -0.014 -0.039
N 0.210 0.276 -0.192
C -0.038 -0.055 -0.022
C 0.001 -0.112 0.003
C -0.061 0.045 0.115
C 0.025 -0.017 -0.047
C 0.053 0.036 0.057
C -0.074 -0.116 -0.073
N 0.621 0.436 0.320
H -0.052 -0.024 -0.015
H 0.009 -0.005 0.004
H 0.002 -0.002 0.003
H -0.009 -0.001 -0.002
H 0.012 0.000 0.002
H 0.037 0.037 -0.024
H -0.004 -0.005 0.013
H -0.011 0.007 0.000
H 0.109 -0.055 0.147
C 0.054 0.217 0.157
C 0.017 -0.037 0.057
C 0.032 0.025 -0.012
C -0.006 -0.026 0.011
C -0.036 -0.012 -0.009
C -0.066 0.119 0.054
C -0.029 -0.022 -0.029
P 0.641 0.046 -0.248
C -0.146 0.047 0.024
C 0.033 -0.036 0.059
C 0.073 -0.025 -0.046
C -0.029 0.027 0.047
C 0.032 -0.020 -0.013
C 0.117 -0.006 -0.053
C -0.057 0.024 -0.005
C -0.110 -0.102 -0.111
C 0.007 -0.158 -0.112
C -0.009 0.039 -0.017
C -0.036 0.015 0.002
C 0.021 -0.013 0.066
C -0.088 0.010 0.026
C 0.424 -0.253 -0.097
H -0.058 0.119 0.064
H -0.148 0.005 0.089
H -0.010 0.046 0.025
H -0.008 0.008 -0.002
H -0.014 0.010 0.015
H 0.019 -0.020 -0.014
H 0.009 -0.030 -0.040
H 0.022 0.023 -0.033
H 0.007 0.011 0.013
H 0.000 -0.011 -0.002
H -0.001 0.003 0.000
H 0.015 0.008 -0.004
H 0.003 0.017 -0.016
H -0.018 -0.002 -0.019
H -0.019 -0.031 -0.027
H 0.002 -0.014 -0.002
H 0.003 0.004 0.011
H 0.007 -0.009 -0.006
H -0.067 0.085 0.053
H -0.052 0.037 -0.042
C 0.110 0.002 -0.070
Si -0.262 0.001 0.101
C 0.073 -0.100 -0.034
C 0.029 0.025 -0.124
C 0.422 -0.273 0.074
C -0.166 0.185 -0.203
C 0.028 -0.032 0.115
C -0.006 0.026 -0.013
C 0.019 -0.005 0.005
C -0.145 0.091 0.117
N 0.386 -0.106 0.146
Si -0.233 0.058 -0.129
C 0.104 -0.012 0.072
C 0.052 -0.013 0.029
C -0.011 -0.007 0.074
H -0.030 0.011 0.015
H -0.125 0.068 -0.171
H 0.029 0.023 0.019
H -0.066 0.008 0.010
H -0.008 0.009 0.017
H -0.049 -0.010 -0.113
H 0.006 -0.021 0.023
H -0.049 0.064 -0.005
H 0.002 0.021 0.013
H -0.006 -0.006 0.004
H 0.000 0.002 -0.001
H -0.009 0.000 0.015
H 0.078 -0.022 -0.061
H 0.068 -0.060 0.056
H 0.013 0.001 0.007
H 0.028 0.016 0.015
H -0.070 0.057 0.053
H -0.009 -0.017 -0.025
H -0.006 0.007 -0.013
H -0.009 0.006 -0.031
H -0.054 0.079 -0.039
H 0.030 -0.040 0.008

Properties
highest occupied orbital energy (spin up / spin down): -8.817 / -8.814 eV
spin multiplicity: 5
net charge: +1
E_tot: -120650.021 eV



No. 2
C45H53AsBF6N6PS4Ti as an isolated structure at a distorted geometry. Source: the OMol25 dataset; level of theory: ωB97M-V with the def2-TZVPD basis set.

Geometry (Å):
Ti -0.1622 1.4380 -1.9046
C -0.3743 5.9739 0.7184
C 0.0672 4.6651 1.2965
C 0.8588 4.5660 2.4009
C 1.3055 3.3027 2.8638
N 0.9963 2.2160 2.2158
N 0.2172 2.3163 1.1380
B -0.1557 0.9758 0.4438
N -1.5563 0.5484 0.9411
N -1.6345 0.5148 2.2853
C -2.7820 0.2671 2.8410
C -3.9272 -0.0127 2.0478
C -3.8613 0.0261 0.6931
C -5.0499 -0.2423 -0.1823
C -2.6000 0.3692 0.1110
S -2.4634 0.5678 -1.5741
C -2.8463 0.3931 4.3635
C -4.1435 -0.1910 4.9258
C -2.7750 1.8953 4.6917
C -1.6618 -0.3322 5.0150
N 0.9771 -0.0321 0.6754
N 0.7645 -1.1014 1.4562
C 1.7873 -1.8520 1.7480
C 3.0939 -1.5285 1.2862
C 3.3007 -0.4757 0.4644
C 4.6445 -0.1082 -0.0801
C 2.1508 0.2795 0.1099
S 2.1843 1.5557 -1.0233
C 1.5810 -3.1035 2.5932
C 2.0097 -4.3229 1.7588
C 0.1208 -3.2639 3.0127
C 2.4563 -3.0037 3.8523
C -0.2927 3.4471 0.6530
S -1.3376 3.3410 -0.6999
C 2.1665 3.1043 4.1111
C 1.3297 2.3359 5.1478
C 2.6118 4.4355 4.7122
C 3.4033 2.2695 3.7429
H 0.0863 6.8066 1.2482
H -1.4615 6.0762 0.7684
H -0.1052 6.0221 -0.3387
H 1.1814 5.4699 2.9069
H -4.8740 -0.2345 2.5278
H -5.9217 -0.4985 0.4199
H -4.8337 -1.0608 -0.8754
H -5.2789 0.6305 -0.7975
H -5.0225 0.3908 4.6317
H -4.0919 -0.1730 6.0163
H -4.2865 -1.2316 4.6166
H -3.6558 2.4221 4.3104
H -1.8828 2.3418 4.2438
H -2.7329 2.0394 5.7750
H -1.7896 -1.4136 4.9290
H -1.6147 -0.0799 6.0775
H -0.7196 -0.0531 4.5417
H 3.9332 -2.1499 1.5826
H 5.3970 -0.8358 0.2240
H 4.9433 0.8820 0.2804
H 4.6180 -0.0511 -1.1692
H 1.4477 -4.3732 0.8223
H 1.8167 -5.2373 2.3271
H 3.0767 -4.2996 1.5163
H -0.5444 -3.2916 2.1466
H -0.1858 -2.4312 3.6463
H 0.0068 -4.1950 3.5753
H 3.5248 -2.9997 3.6164
H 2.2654 -3.8687 4.4916
H 2.2244 -2.0986 4.4237
H 0.4661 2.9267 5.4715
H 1.9402 2.1185 6.0302
H 0.9694 1.3931 4.7276
H 1.7614 5.0313 5.0554
H 3.1990 5.0301 4.0045
H 3.2436 4.2368 5.5805
H 3.1046 1.3090 3.3166
H 4.0050 2.0857 4.6369
H 4.0273 2.7955 3.0115
S -0.9477 -2.6262 -0.7114
C -0.1846 -3.5022 -1.9594
C -0.0188 -4.8961 -1.8073
C 0.5926 -5.6415 -2.7898
C 1.0324 -5.0096 -3.9480
C 0.8638 -3.6365 -4.1238
C 0.2552 -2.8598 -3.1516
As -0.0971 -0.9314 -3.4600
C 0.9127 -0.7881 -5.1301
C 0.3966 -1.1603 -6.3689
C 1.2130 -1.1587 -7.4943
C 2.5505 -0.8013 -7.3891
C 3.0758 -0.4533 -6.1528
C 2.2598 -0.4479 -5.0302
C -1.8935 -1.1170 -4.2264
C -2.7588 -2.1599 -3.9180
C -4.0302 -2.2055 -4.4768
C -4.4470 -1.2083 -5.3509
C -3.5867 -0.1632 -5.6577
C -2.3175 -0.1166 -5.0957
H -0.3881 -5.3671 -0.9052
H 0.7236 -6.7103 -2.6633
H 1.5021 -5.5874 -4.7343
H 1.2108 -3.1862 -5.0402
H -0.6325 -1.4640 -6.4633
H 0.8004 -1.4512 -8.4518
H 3.1833 -0.8006 -8.2699
H 4.1228 -0.1869 -6.0620
H 2.6781 -0.1731 -4.0722
H -2.4633 -2.9420 -3.2384
H -4.6953 -3.0257 -4.2240
H -5.4334 -1.2533 -5.7977
H -3.9006 0.6191 -6.3398
H -1.6601 0.7026 -5.3449
F -0.9382 2.3540 -3.7062
P 0.5231 3.0741 -4.2705
F -0.2580 4.3788 -4.6074
F 1.9303 3.6396 -4.6457
F 0.7082 3.5364 -2.7011
F 0.2692 2.4155 -5.6680
F 1.2077 1.6465 -3.7239

Atomic forces in eV per Å
Ti -0.170 0.884 -0.896
C -0.052 -0.082 0.046
C -0.066 0.126 -0.067
C 0.126 0.119 0.089
C 0.142 0.183 0.103
N -0.015 -0.119 -0.135
N 0.005 -0.343 0.188
B -0.262 0.085 1.131
N -0.013 -0.083 -0.310
N 0.132 0.123 -0.164
C -0.210 -0.028 0.133
C -0.108 0.010 0.128
C -0.105 -0.043 -0.136
C 0.144 -0.012 0.005
C 0.021 0.014 0.078
S 0.131 -0.461 0.135
C 0.089 0.017 0.023
C -0.049 0.016 0.019
C -0.002 0.005 -0.039
C -0.014 -0.016 -0.113
N -0.208 -0.054 -0.269
N -0.136 0.048 0.100
C 0.144 -0.177 0.132
C 0.014 -0.320 0.198
C 0.220 0.211 -0.137
C 0.019 0.084 0.063
C 0.015 0.069 -0.092
S 0.007 -0.293 0.109
C -0.035 0.020 -0.040
C 0.034 0.000 0.011
C -0.026 0.084 -0.074
C 0.037 0.034 0.022
C -0.094 0.274 0.035
S 0.434 -0.147 0.336
C -0.034 -0.109 -0.005
C -0.011 0.007 0.010
C 0.051 0.046 0.001
C -0.008 0.050 -0.094
H -0.035 -0.034 -0.013
H 0.054 -0.023 0.011
H 0.006 0.005 0.031
H -0.064 -0.118 -0.038
H 0.130 -0.004 -0.054
H 0.068 0.020 -0.038
H -0.016 0.052 0.064
H 0.006 -0.012 0.042
H 0.073 -0.069 0.022
H -0.035 -0.002 -0.051
H 0.012 0.095 0.044
H 0.093 -0.023 0.013
H -0.045 -0.029 0.067
H -0.029 -0.011 -0.087
H 0.048 0.017 0.001
H -0.010 -0.020 -0.076
H -0.045 -0.011 0.038
H -0.115 0.036 -0.041
H -0.052 0.052 -0.008
H -0.041 -0.099 -0.047
H -0.009 -0.017 0.015
H -0.005 -0.007 0.052
H 0.035 0.082 -0.063
H -0.100 -0.009 0.016
H 0.053 -0.031 0.059
H -0.034 -0.020 -0.006
H 0.020 0.098 -0.046
H -0.102 0.018 0.029
H 0.028 0.051 -0.024
H 0.009 -0.101 -0.054
H 0.055 -0.076 -0.042
H -0.068 0.028 -0.097
H 0.052 0.095 0.047
H 0.062 -0.017 -0.026
H -0.055 -0.055 0.071
H -0.038 0.037 -0.046
H 0.037 0.052 0.037
H -0.051 0.019 -0.070
H -0.065 -0.064 0.075
S -0.013 0.077 0.015
C -0.075 0.234 -0.010
C 0.046 -0.015 -0.025
C 0.047 -0.098 -0.050
C -0.003 0.000 0.006
C -0.022 0.040 0.080
C 0.052 -0.070 0.225
As -0.243 -0.894 -0.599
C 0.182 -0.135 0.089
C 0.191 0.089 0.039
C 0.012 0.009 0.064
C -0.037 -0.026 -0.075
C 0.021 -0.003 0.053
C 0.023 -0.118 -0.143
C 0.057 0.078 0.065
C -0.044 0.072 -0.048
C -0.038 0.029 -0.005
C 0.031 -0.087 0.053
C -0.022 0.018 -0.020
C -0.155 0.036 0.031
H 0.003 0.058 0.007
H -0.022 0.086 -0.027
H 0.010 0.020 0.027
H 0.031 0.025 -0.069
H -0.144 -0.038 -0.030
H 0.011 0.033 0.012
H -0.049 0.002 0.075
H -0.073 0.006 0.001
H 0.061 0.014 0.070
H 0.087 -0.135 0.088
H 0.071 0.081 -0.055
H 0.050 0.021 0.046
H 0.034 -0.048 0.049
H 0.059 0.082 -0.059
F 0.005 -0.059 -0.018
P 0.018 0.097 0.027
F -0.181 0.253 -0.036
F 0.188 0.035 -0.082
F 0.064 0.068 0.039
F -0.058 -0.141 -0.245
F -0.149 0.180 0.105

Properties
highest occupied orbital energy (spin up / spin down): -10.354 / -10.630 eV
spin multiplicity: 4
net charge: +1
energy above the lowest of the compared OMol25 structures with the same formula, charge and spin: 0.309 eV
E_tot: -210034.935 eV